Entry 1:
The following is a DFT calculation (wB97M-V/def2-TZVPD) of a cluster of 7 separate species, C27H72N4O11 in total.

Geometry as XYZ:
```
114
Properties=species:S:1:pos:R:3:forces:R:3
C -2.006 -0.771 -2.034 0.100 0.638 -1.726
O -1.093 -1.785 -2.385 0.628 -0.409 -0.234
C -0.805 -1.785 -3.768 1.099 -0.136 -0.823
C 0.352 -2.768 -4.015 -0.038 -0.195 1.543
N -0.044 -4.115 -3.747 0.237 -1.759 -0.867
C -0.788 -4.701 -4.867 0.279 0.023 0.180
C -0.983 -6.226 -4.694 0.979 1.538 -0.405
O -1.801 -6.471 -3.626 -1.006 -0.991 0.532
C -3.171 -6.281 -3.879 0.123 0.719 0.823
H -2.111 -0.629 -0.959 -0.074 -0.312 -0.245
H -2.899 -0.950 -2.632 -0.842 -0.251 0.784
H -1.647 0.122 -2.546 0.175 0.662 0.672
H -0.429 -0.843 -4.168 -0.341 0.719 0.460
H -1.714 -2.034 -4.316 -0.079 -0.143 -0.220
H 1.137 -2.580 -3.283 -0.022 0.667 0.344
H 0.935 -2.734 -4.935 -0.764 0.342 -0.472
H -0.629 -4.184 -2.927 0.066 0.095 0.269
H -0.293 -4.466 -5.809 0.423 -0.217 0.013
H -1.714 -4.130 -4.937 -0.729 -0.526 -0.300
H -0.047 -6.695 -4.388 0.316 0.188 -0.536
H -1.356 -6.655 -5.624 -0.090 -0.225 -0.152
H -3.371 -5.209 -3.876 -0.384 0.228 0.385
H -3.621 -6.786 -3.024 -0.659 0.176 -0.394
H -3.551 -6.590 -4.852 0.309 -0.771 -0.072
C 0.876 1.144 -1.463 1.584 0.746 -0.086
O 1.688 2.326 -1.296 -0.473 0.351 -0.122
C 2.717 2.541 -2.249 0.175 -0.943 -0.436
C 3.181 3.974 -2.337 -0.255 -1.762 1.779
N 2.083 4.807 -2.672 -0.332 -0.026 -0.988
C 2.619 6.117 -2.755 -0.979 2.015 -0.906
C 1.624 7.181 -3.378 1.179 -0.954 0.470
O 0.480 7.359 -2.626 -2.216 -0.395 0.556
C 0.447 8.109 -1.443 0.851 0.213 0.028
H 0.471 1.136 -2.475 -0.654 0.111 0.159
H 0.190 1.144 -0.616 -0.307 0.017 -0.509
H 1.488 0.245 -1.391 0.204 -0.199 0.123
H 2.430 2.339 -3.281 -0.644 -0.615 -0.083
H 3.534 1.869 -1.989 0.375 -0.034 -0.103
H 4.004 4.027 -3.049 -0.161 0.072 -0.166
H 3.574 4.211 -1.348 0.480 0.412 0.322
H 1.362 4.738 -1.968 -0.101 -0.061 0.035
H 3.504 6.058 -3.387 0.020 0.278 -0.166
H 2.967 6.417 -1.766 0.144 0.642 0.238
H 1.204 6.841 -4.325 0.511 -0.325 -0.135
H 2.156 8.111 -3.576 0.166 0.319 0.174
H 0.712 9.139 -1.680 0.348 0.216 0.313
H 1.096 7.666 -0.687 0.411 0.250 0.115
H -0.531 8.149 -0.964 -0.304 -0.391 -0.646
C 2.541 -0.833 1.520 0.520 -1.035 0.648
O 3.723 -0.313 2.177 -0.237 -0.624 0.029
C 4.357 -1.181 3.164 -0.702 -0.009 0.012
C 5.435 -0.384 3.887 -1.220 0.495 -0.501
N 4.752 0.447 4.920 1.454 -0.376 0.540
C 5.713 1.155 5.795 0.723 0.702 0.391
C 4.972 2.067 6.743 -0.834 1.840 0.763
O 5.764 2.940 7.644 0.818 -2.408 -1.941
C 5.075 3.749 8.526 -0.365 0.067 0.106
H 2.730 -1.802 1.058 0.462 -0.132 -0.012
H 2.141 -0.221 0.711 0.516 0.630 0.409
H 1.733 -1.063 2.215 -0.008 0.384 0.331
H 4.735 -2.129 2.781 0.296 0.152 -0.889
H 3.658 -1.532 3.923 -0.534 0.349 0.053
H 5.830 0.279 3.117 0.656 0.001 -0.054
H 6.219 -1.042 4.261 -0.164 0.169 0.343
H 4.294 1.151 4.359 -0.394 0.237 0.149
H 6.394 1.800 5.239 0.239 0.060 -0.369
H 6.371 0.534 6.404 -0.264 -0.759 -0.299
H 4.219 1.501 7.293 0.075 -0.069 0.323
H 4.440 2.770 6.102 -0.478 0.149 -0.054
H 4.291 4.310 8.017 -0.174 0.251 -0.006
H 5.816 4.430 8.945 -0.142 0.093 0.007
H 4.627 3.182 9.342 -0.173 -0.122 0.159
C -7.954 0.581 -0.196 1.059 -0.603 -0.376
O -6.743 0.841 0.530 -0.010 -0.575 -0.139
C -5.640 -0.028 0.140 -0.385 -0.011 0.615
C -4.394 0.415 0.900 -1.279 1.646 -0.249
N -4.014 1.771 0.514 1.042 -0.388 -1.284
C -3.266 2.513 1.500 -0.087 -0.902 -0.221
C -1.892 1.894 1.852 -0.638 -0.235 0.435
O -1.968 0.622 2.553 -0.749 0.756 0.056
C -0.742 -0.075 2.654 0.564 0.939 -0.660
H -8.821 1.165 0.114 0.559 0.397 0.312
H -8.253 -0.464 -0.117 0.064 -0.257 0.186
H -7.725 0.752 -1.248 -0.351 0.181 -0.272
H -5.563 -0.089 -0.946 0.262 0.534 -0.262
H -5.788 -1.065 0.441 -0.618 -0.161 0.244
H -3.559 -0.281 0.823 -0.187 -0.036 -0.005
H -4.721 0.523 1.934 0.078 -0.813 0.485
H -4.770 2.350 0.176 -0.291 -0.466 0.114
H -3.920 2.649 2.362 0.344 0.085 0.749
H -3.118 3.489 1.037 0.448 0.159 0.316
H -1.410 2.645 2.478 0.450 -0.105 0.192
H -1.335 1.788 0.921 0.157 -0.133 -0.109
H -0.717 -0.914 3.351 -0.883 -0.007 -0.140
H 0.048 0.588 3.008 0.203 0.320 0.042
H -0.457 -0.401 1.654 0.186 -0.372 -0.068
C -2.335 -5.122 -0.202 0.090 -0.717 -0.216
C -2.882 -3.799 0.304 1.124 0.848 -0.082
C -4.284 -3.893 0.840 0.063 0.150 -0.246
O -1.993 -3.173 1.232 -0.765 -0.538 1.155
H -2.590 -6.005 0.383 -0.295 0.205 0.551
H -1.245 -5.148 -0.224 0.035 0.377 -0.240
H -2.720 -5.375 -1.190 0.093 0.248 -0.227
H -2.851 -3.052 -0.490 -0.600 -0.356 -0.841
H -4.908 -4.203 0.001 -0.241 -0.190 0.098
H -4.633 -2.910 1.157 0.025 -0.089 0.218
H -4.361 -4.621 1.647 -0.040 0.083 0.048
H -1.267 -2.797 0.730 0.554 -0.050 -0.096
O 0.229 -2.353 -0.245 -0.026 0.113 0.751
H 1.174 -2.509 -0.256 0.419 -0.239 0.138
H -0.035 -2.415 -1.163 -0.337 0.261 -0.487
O 2.812 -3.196 -0.862 0.083 0.024 -0.051
H 3.728 -2.927 -0.796 0.255 0.193 0.088
H 2.828 -3.967 -1.429 -0.175 -0.319 -0.188
```
Forces are in eV/Å.

Properties
SMILES string	COCCNCCOC.COCCNCCOC.COCCNCCOC.COCCNCCOC.CC(C)O.O.O
relative energy (zero: lowest compared OMol25 entry of this formula, charge and spin)	196.4	kJ/mol
multiplicity	1
calculated total energy	-2118.30345	Eh
HOMO	-0.3015	Ha
HOMO-LUMO gap	8.4	eV

Atom charges from the Mulliken analysis, given in e for atoms 1 to 5: C -1.268; O 0.156; C -0.565; C -0.970; N -0.119

=====

Entry 2:
The following is a DFT calculation (wB97M-V/def2-TZVPD) of a cluster of 14 separate species, C27H75BFN16O33P2S in total.

Geometry as XYZ:
```
156
Properties=species:S:1:pos:R:3:forces:R:3
C 6.319 1.980 -1.831 -0.187 0.615 0.024
C 5.153 3.002 -1.970 0.735 -1.040 0.310
C 3.717 2.486 -1.661 0.133 1.180 0.067
B 3.774 2.295 -0.051 -0.496 0.042 0.465
O 4.585 1.330 0.570 0.195 0.227 -0.868
N 2.985 3.193 0.819 0.786 -0.931 -0.044
C 2.444 2.460 1.960 -0.056 0.166 0.239
C 3.760 4.334 1.285 -0.579 0.428 0.130
O 2.922 3.659 -1.809 -0.016 -0.454 -0.537
P 1.588 3.566 -2.886 -0.601 -0.739 -0.633
N 0.159 3.505 -3.997 -0.223 0.275 0.528
C 2.655 4.018 -4.431 -0.209 -0.065 -0.155
N 2.538 3.031 -5.557 0.386 0.492 0.217
C 0.340 3.404 -1.474 0.002 -0.624 0.126
C -0.584 2.159 -1.426 -0.900 1.426 0.097
C -2.052 2.641 -1.217 0.126 -0.878 0.857
C -2.808 1.663 -0.289 0.423 -0.064 -0.807
O -4.208 1.570 -0.583 0.058 -0.001 0.284
S 1.462 5.810 -2.429 1.498 2.207 1.441
C 0.000 6.511 -3.224 0.042 -0.008 -0.741
O 1.336 6.066 -0.974 -0.702 -0.439 -0.788
O 2.625 6.567 -2.957 -0.874 -0.648 -0.470
O 1.873 1.855 -3.091 0.358 0.276 -0.366
C 3.052 1.369 -2.558 -0.073 -0.645 2.267
P 2.374 0.059 -1.376 -0.670 -1.754 -1.428
O 1.649 -1.044 -2.121 0.273 0.487 0.475
C 3.873 0.491 -3.511 -0.602 0.685 -1.430
C 4.707 1.165 -4.602 0.108 -0.294 0.008
F 4.670 -0.384 -2.773 0.442 -0.098 0.390
H 7.121 2.451 -1.260 0.156 -0.065 -0.096
H 6.703 1.735 -2.816 0.137 -0.212 0.032
H 6.048 1.074 -1.300 -0.098 -0.068 -0.111
H 5.332 3.802 -1.249 -0.159 0.140 -0.029
H 5.224 3.474 -2.945 -0.311 0.088 -0.035
H 5.268 1.749 1.107 -0.303 -0.154 0.414
H 3.149 2.385 2.801 0.024 -0.049 0.012
H 2.154 1.444 1.692 0.004 -0.015 -0.095
H 1.544 2.966 2.320 0.017 0.079 0.030
H 3.983 5.027 0.476 0.096 -0.098 -0.148
H 4.675 4.034 1.830 0.075 0.031 -0.128
H 3.153 4.888 2.006 0.004 0.088 -0.038
H 0.192 4.182 -4.744 0.088 -0.189 -0.257
H 0.024 2.573 -4.360 0.079 -0.020 -0.219
H 2.337 4.985 -4.827 0.019 0.173 0.407
H 3.697 4.157 -4.142 0.025 -0.110 -0.066
H 1.821 3.388 -6.177 -0.172 -0.206 0.017
H 3.393 3.149 -6.094 -0.027 -0.172 -0.118
H -0.325 4.256 -1.580 0.073 0.091 -0.102
H 0.798 3.517 -0.491 0.294 0.101 -0.152
H -0.584 1.561 -2.330 0.377 -0.332 0.079
H -0.339 1.578 -0.537 0.187 -0.353 -0.199
H -2.576 2.742 -2.164 -0.008 0.075 -0.097
H -2.051 3.591 -0.686 -0.021 0.248 -0.280
H -2.358 0.667 -0.355 -0.029 -0.064 -0.109
H -2.651 1.996 0.731 -0.320 -0.022 0.215
H -4.325 0.739 -1.048 -0.142 0.094 -0.040
H -0.836 5.816 -3.251 -0.003 -0.053 0.372
H 0.273 6.717 -4.262 0.110 -0.066 0.015
H -0.255 7.468 -2.778 0.112 -0.047 0.315
H 1.483 0.676 -0.475 0.558 0.389 0.134
H 3.431 -0.542 -0.657 -0.124 0.570 0.383
H 3.144 -0.148 -4.005 -0.171 -0.020 0.093
H 4.717 2.246 -4.545 0.042 0.030 0.144
H 5.727 0.787 -4.547 0.050 0.033 0.063
H 4.310 0.892 -5.575 -0.035 0.048 -0.034
C -4.973 4.852 2.634 -0.001 -0.098 0.099
N -3.836 4.789 1.676 0.032 -0.232 0.182
O -2.961 3.976 1.886 -0.091 0.262 -0.004
O -3.862 5.566 0.742 0.102 0.115 -0.020
H -4.812 4.108 3.405 0.010 -0.005 -0.043
H -4.993 5.855 3.050 -0.020 0.039 -0.052
H -5.880 4.651 2.075 -0.017 -0.012 -0.058
C 0.632 -3.842 -1.050 0.016 0.032 -0.230
N -0.051 -3.548 0.232 0.033 -0.032 -0.154
O -1.248 -3.744 0.308 0.052 0.093 0.078
O 0.637 -3.136 1.150 -0.065 -0.086 0.039
H -0.101 -4.215 -1.753 -0.055 -0.054 0.080
H 1.088 -2.919 -1.409 0.053 0.194 0.054
H 1.385 -4.596 -0.842 0.055 0.032 0.004
C -2.027 -6.136 2.132 -0.058 0.046 -0.149
N -3.167 -6.667 2.927 -0.021 0.003 -0.013
O -4.286 -6.315 2.626 0.030 -0.042 0.052
O -2.899 -7.429 3.838 0.004 0.008 0.014
H -2.410 -5.478 1.364 -0.060 0.013 0.030
H -1.377 -5.598 2.815 0.018 -0.051 0.027
H -1.513 -6.989 1.696 0.037 -0.014 0.069
C -2.017 8.785 -0.100 0.093 0.049 0.078
N -2.416 8.808 -1.533 -0.040 -0.343 -0.297
O -1.772 9.491 -2.298 0.070 0.224 0.067
O -3.351 8.104 -1.867 -0.046 0.095 0.249
H -1.166 9.442 0.028 0.014 0.001 -0.085
H -2.870 9.123 0.480 -0.051 -0.100 -0.013
H -1.759 7.759 0.146 -0.067 -0.044 -0.024
C -5.001 -8.264 6.370 -0.048 0.150 -0.074
N -5.138 -8.455 7.840 -0.041 0.026 0.006
O -5.799 -7.646 8.460 0.040 -0.056 -0.007
O -4.574 -9.415 8.324 -0.023 0.029 -0.006
H -5.552 -7.377 6.083 -0.008 0.013 0.052
H -3.945 -8.154 6.147 0.005 -0.094 -0.026
H -5.407 -9.149 5.889 0.093 -0.053 0.013
C -5.984 5.605 -1.634 -0.028 0.170 -0.190
N -7.069 4.839 -0.963 0.086 0.054 -0.114
O -8.223 5.153 -1.192 -0.067 0.070 0.035
O -6.735 3.942 -0.220 -0.018 0.008 0.171
H -6.434 6.363 -2.263 -0.095 -0.041 0.006
H -5.368 6.051 -0.859 0.075 -0.130 -0.001
H -5.405 4.898 -2.221 0.093 -0.050 0.118
C 5.656 -3.100 -1.431 -0.130 -0.113 -0.137
N 6.550 -3.599 -0.351 -0.086 -0.062 -0.016
O 6.615 -4.806 -0.182 0.052 0.171 0.056
O 7.150 -2.775 0.298 0.035 -0.036 0.010
H 5.194 -3.955 -1.913 0.015 -0.028 0.040
H 4.909 -2.459 -0.972 0.078 0.115 -0.021
H 6.264 -2.536 -2.130 -0.021 0.128 0.082
C 1.539 -8.604 -0.097 0.027 -0.150 -0.150
N 1.412 -7.412 -0.977 0.091 0.041 -0.043
O 2.416 -6.979 -1.500 -0.097 0.021 0.051
O 0.299 -6.934 -1.108 -0.018 -0.125 0.091
H 2.576 -8.905 -0.069 0.041 0.089 -0.057
H 1.193 -8.320 0.890 -0.051 -0.023 0.000
H 0.914 -9.386 -0.520 -0.106 0.075 0.029
C -9.589 5.499 2.059 -0.042 0.317 0.021
N -8.748 5.590 3.284 -0.141 0.168 -0.026
O -8.832 6.593 3.964 0.069 -0.102 -0.023
O -8.026 4.643 3.527 0.047 -0.012 0.043
H -10.174 6.408 1.977 0.059 0.042 0.079
H -8.924 5.387 1.209 -0.016 -0.194 -0.037
H -10.226 4.633 2.166 0.081 -0.138 -0.051
C 5.174 -8.674 3.349 0.202 0.038 0.035
N 4.081 -8.517 2.355 -0.011 -0.128 0.393
O 4.303 -7.851 1.362 -0.533 0.067 0.323
O 3.030 -9.070 2.604 0.103 0.079 -0.081
H 6.042 -8.131 2.996 -0.035 0.048 -0.052
H 4.813 -8.265 4.288 -0.055 -0.032 -0.005
H 5.383 -9.736 3.439 -0.097 -0.017 0.021
C 2.303 -4.656 3.122 -0.036 -0.165 -0.077
N 3.311 -4.966 4.173 -0.014 0.023 -0.014
O 3.592 -6.136 4.370 0.021 -0.034 -0.049
O 3.790 -4.030 4.769 -0.003 -0.050 0.008
H 1.970 -5.590 2.683 0.047 -0.028 0.031
H 1.482 -4.130 3.598 0.063 0.124 -0.021
H 2.781 -4.024 2.380 -0.029 0.106 0.064
C 6.517 -7.807 -0.568 0.169 -0.158 -0.061
N 6.272 -8.881 -1.569 0.163 0.069 0.098
O 7.106 -9.761 -1.676 -0.071 -0.044 -0.029
O 5.248 -8.809 -2.215 -0.012 -0.071 -0.013
H 7.461 -8.008 -0.076 0.048 -0.046 -0.068
H 6.545 -6.863 -1.096 -0.100 0.029 -0.046
H 5.690 -7.827 0.135 0.268 0.119 -0.343
C -10.621 0.764 1.769 0.165 0.030 0.114
N -11.297 1.785 0.923 0.074 0.006 -0.004
O -10.855 2.916 0.947 -0.176 -0.120 -0.058
O -12.242 1.413 0.262 0.019 0.036 0.026
H -9.801 1.241 2.293 -0.006 0.046 -0.045
H -11.360 0.376 2.463 -0.043 -0.057 -0.073
H -10.262 -0.019 1.109 -0.078 -0.032 -0.007
```
Forces are in eV/Å.

Properties
multiplicity	1
calculated total energy	-5637.23908	Eh
HOMO	-0.1941	Ha
net charge	-1
HOMO-LUMO gap	6.0	eV

Atom charges from the Mulliken analysis, given in e for atoms 1 to 5: C -1.491; C -1.313; C 0.322; B 0.093; O -0.455